i | ORCA calculation (ωB97M-V with the def2-TZVPD basis set) on a molecular structure, C2H5NO3.

The molecular weight is 91.066 g mol⁻¹. The calculation puts the HOMO energy at 0.083 Eh. As for the frontier orbital gap: 4.53 eV.

ORCA input file:
```
! wB97M-V def2-TZVPD RIJCOSX def2/J DEFGRID3
* xyz -2 1
O -2.240 0.490 -0.101
O 0.062 0.867 -1.342
O -1.344 -1.702 -1.062
N -1.205 -0.412 0.192
C 1.115 -0.769 -0.053
C -0.083 -0.140 -0.628
H 1.023 -1.779 0.085
H 1.342 -0.224 0.853
H -1.842 1.307 -0.580
H 1.916 -0.539 -0.724
H 1.256 2.901 3.360
*
```

Atom charges from the Löwdin analysis, given in e for atoms 1 to 5: atom 1 (O): -0.14, atom 2 (O): -0.06, atom 3 (O): -0.38, atom 4 (N): -0.07, atom 5 (C): -0.06

ii | ORCA calculation (ωB97M-V with the def2-TZVPD basis set) on 2 unconnected molecules or ions with the total composition C2H5NO3.

The molecular weight is 91.066 g mol⁻¹. The calculation puts the HOMO energy at 0.081 Eh. As for the frontier orbital gap: 5.06 eV.

ORCA input file:
```
! wB97M-V def2-TZVPD RIJCOSX def2/J DEFGRID3
* xyz -2 1
O 2.363 1.476 -0.819
O -1.403 -2.441 -0.156
O -2.051 -1.137 -2.006
N -1.139 -2.199 -1.590
C 0.338 1.465 0.480
C 1.398 0.930 -0.208
H -1.829 -0.420 -1.477
H -0.113 2.491 0.700
H 1.208 -0.148 -0.171
H -1.144 -1.517 0.244
H -0.308 0.677 0.850
*
```

Atom charges from the Löwdin analysis, given in e for atoms 1 to 5: atom 1 (O): -0.25, atom 2 (O): -0.35, atom 3 (O): -0.29, atom 4 (N): -0.35, atom 5 (C): -0.16

Most stable: ii

i | ORCA calculation (ωB97M-V with the def2-TZVPD basis set) on a molecular structure, CHO3Rb.

The molecular weight is 146.484 g mol⁻¹. The calculation puts the HOMO energy at -0.291 Eh. As for the frontier orbital gap: 6.69 eV.

ORCA input file:
```
! wB97M-V def2-TZVPD RIJCOSX def2/J DEFGRID3
* xyz 0 1
Rb 19.358 1.196 0.284
O 21.151 2.031 -1.932
O 20.836 2.784 -4.083
O 20.698 4.154 -2.407
C 20.906 2.941 -2.756
H 20.680 3.732 -3.788
*
```

Atom charges from the Löwdin analysis, given in e for atoms 1 to 5: atom 1 (Rb): 0.98, atom 2 (O): -0.17, atom 3 (O): 0.08, atom 4 (O): -0.05, atom 5 (C): -0.88

ii | ORCA calculation (ωB97M-V with the def2-TZVPD basis set) on a molecular structure, CHO3Rb.

The molecular weight is 146.484 g mol⁻¹. The calculation puts the HOMO energy at -0.291 Eh. As for the frontier orbital gap: 6.63 eV.

ORCA input file:
```
! wB97M-V def2-TZVPD RIJCOSX def2/J DEFGRID3
* xyz 0 1
Rb 3.386 -13.719 15.778
O 2.174 -11.183 15.753
O 3.887 -10.016 14.825
O 2.760 -9.171 16.559
C 2.882 -10.109 15.785
H 3.771 -10.767 14.236
*
```

Atom charges from the Löwdin analysis, given in e for atoms 1 to 5: atom 1 (Rb): 1.00, atom 2 (O): -0.26, atom 3 (O): 0.02, atom 4 (O): 0.02, atom 5 (C): -0.84

Most stable: ii

i | ORCA calculation (ωB97M-V with the def2-TZVPD basis set) on 4 unconnected molecules or ions with the total composition C2H11NO5.

As for the SMILES: O=CNCO.O.O.O. The molecular weight is 129.112 g mol⁻¹. The calculation puts the HOMO energy at -0.378 Eh. As for the frontier orbital gap: 10.75 eV.

ORCA input file:
```
! wB97M-V def2-TZVPD RIJCOSX def2/J DEFGRID3
* xyz 0 1
O 2.008 -1.912 0.442
O -0.593 -0.888 1.452
O 0.294 1.717 1.696
O -1.460 2.736 -0.280
O -0.194 0.694 -2.135
N -0.598 -1.183 -0.784
C -1.033 -1.439 0.462
C 0.355 -0.165 -1.131
H 2.289 -2.476 1.172
H 0.235 1.204 2.516
H -0.261 0.276 -3.003
H 1.280 -0.604 -1.504
H 1.424 -1.279 0.888
H 0.911 2.402 1.999
H -0.863 -1.824 -1.511
H -1.166 2.321 0.547
H 0.552 0.559 -0.343
H -1.351 2.058 -0.954
H -1.830 -2.197 0.470
*
```

Atom charges from the Löwdin analysis, given in e for atoms 1 to 5: atom 1 (O): -0.06, atom 2 (O): 0.00, atom 3 (O): -0.07, atom 4 (O): -0.07, atom 5 (O): -0.06

ii | ORCA calculation (ωB97M-V with the def2-TZVPD basis set) on 4 unconnected molecules or ions with the total composition C2H11NO5.

As for the SMILES: O=CNCO.O.O.O. The molecular weight is 129.112 g mol⁻¹. The calculation puts the HOMO energy at -0.387 Eh. As for the frontier orbital gap: 10.92 eV.

ORCA input file:
```
! wB97M-V def2-TZVPD RIJCOSX def2/J DEFGRID3
* xyz 0 1
O -0.361 -1.173 1.495
O 2.487 -1.879 0.586
O 0.871 1.975 1.876
O -1.626 2.093 0.130
O -0.237 0.047 -2.684
N -0.986 -0.697 -0.646
C 0.192 -0.286 -1.374
C -1.183 -1.180 0.601
H 0.360 1.169 1.746
H -0.515 -0.657 -3.279
H -1.316 1.741 -0.700
H 1.751 1.783 2.208
H 2.616 -1.601 1.503
H 1.517 -1.860 0.601
H 1.065 -0.964 -1.327
H -1.157 2.692 0.712
H 0.602 0.704 -1.037
H -1.780 -0.611 -1.267
H -2.301 -1.296 0.856
*
```

Atom charges from the Löwdin analysis, given in e for atoms 1 to 5: atom 1 (O): 0.00, atom 2 (O): -0.07, atom 3 (O): -0.06, atom 4 (O): -0.05, atom 5 (O): -0.04

Most stable: i

i | ORCA calculation (ωB97M-V with the def2-TZVPD basis set) on a single C9H12O molecule.

As for the SMILES: C=CC(C=C)(C=C)C(C)=O. The molecular weight is 136.194 g mol⁻¹. The calculation puts the HOMO energy at -0.336 Eh. As for the frontier orbital gap: 10.00 eV.

ORCA input file:
```
! wB97M-V def2-TZVPD RIJCOSX def2/J DEFGRID3
* xyz 0 1
O -1.347 -2.461 -0.477
C -2.020 1.066 0.909
C -0.872 0.078 -1.603
C 1.878 1.157 0.476
C -0.552 0.921 -2.555
C -0.960 0.292 0.849
C 1.241 0.274 -0.262
C -0.541 -1.762 0.072
C 0.409 -2.346 1.039
C -0.157 -0.215 -0.294
H 1.888 0.124 -1.240
H -2.722 1.140 1.781
H -1.078 1.047 -3.373
H 0.477 -3.333 0.841
H 2.746 1.569 0.175
H -0.713 -0.146 1.844
H 0.130 -2.231 2.081
H 0.403 1.424 -2.317
H 1.453 -1.826 1.033
H -1.724 -0.438 -1.854
H 1.539 1.439 1.433
H -2.295 1.621 0.001
*
```

Atom charges from the Löwdin analysis, given in e for atoms 1 to 5: atom 1 (O): 0.12, atom 2 (C): 0.04, atom 3 (C): -0.12, atom 4 (C): 0.04, atom 5 (C): 0.06

ii | ORCA calculation (ωB97M-V with the def2-TZVPD basis set) on a single C9H12O molecule.

The molecular weight is 136.194 g mol⁻¹. The calculation puts the HOMO energy at -0.290 Eh. As for the frontier orbital gap: 8.82 eV.

ORCA input file:
```
! wB97M-V def2-TZVPD RIJCOSX def2/J DEFGRID3
* xyz 0 1
O 1.325 -0.836 2.431
C 1.275 0.054 -1.260
C -1.200 -1.046 1.612
C 0.461 1.271 -1.843
C -1.145 -0.843 0.291
C 0.882 -0.455 0.157
C 1.907 -0.488 1.230
C 0.387 2.532 -1.442
C -0.103 -0.470 2.559
C -1.820 -1.202 -0.911
H -2.703 -0.585 -0.995
H -1.226 -0.784 -1.765
H 1.159 -0.872 -1.940
H -0.358 1.079 -2.641
H -0.237 -0.887 3.579
H -2.110 -1.312 2.052
H -2.031 -2.290 -0.904
H -0.162 0.636 2.546
H 0.835 3.157 -0.685
H 2.279 0.272 -1.242
H 2.914 -0.084 1.160
H -0.331 3.154 -1.989
*
```

Atom charges from the Löwdin analysis, given in e for atoms 1 to 5: atom 1 (O): -0.16, atom 2 (C): -0.21, atom 3 (C): -0.06, atom 4 (C): -0.18, atom 5 (C): -0.11

iii | ORCA calculation (ωB97M-V with the def2-TZVPD basis set) on 2 unconnected molecules or ions with the total composition C9H12O.

As for the SMILES: C=CC(C)(C=C)C=O.C#C. The molecular weight is 136.194 g mol⁻¹. The calculation puts the HOMO energy at -0.339 Eh. As for the frontier orbital gap: 10.16 eV.

ORCA input file:
```
! wB97M-V def2-TZVPD RIJCOSX def2/J DEFGRID3
* xyz 0 1
O -0.107 2.042 1.483
C -0.481 -0.026 -1.339
C 0.119 -0.732 1.141
C 0.333 0.191 -0.075
C 2.763 0.362 0.733
C 0.656 -1.932 0.974
C -3.306 0.326 -1.155
C 1.903 0.249 -0.286
C -3.666 -0.183 -0.149
C 0.163 1.667 0.394
H -1.077 0.762 -1.719
H 3.875 0.362 0.525
H -0.639 -0.384 1.828
H 2.315 0.234 -1.206
H 0.295 -0.219 -2.152
H -1.129 -0.907 -1.143
H 1.517 -1.980 0.205
H 0.620 -2.677 1.746
H 0.375 2.423 -0.361
H -3.691 -0.673 0.770
H 2.604 0.220 1.822
H -3.445 0.874 -2.036
*
```

Atom charges from the Löwdin analysis, given in e for atoms 1 to 5: atom 1 (O): 0.08, atom 2 (C): -0.05, atom 3 (C): -0.12, atom 4 (C): -0.43, atom 5 (C): 0.02

Most stable: i